# H8O4Rb

H8O4Rb as an isolated structure (ωB97M-V with the def2-TZVPD basis set, OMol25).

XYZ file:
```
13
Properties=species:S:1:pos:R:3:forces:R:3
H 1.848678 -2.013056 -1.893102 0.0 -0.3 -0.2
Rb -0.359462 -0.044181 -0.265242 0.3 0.1 -0.1
O 1.982998 -1.069197 -1.807477 -0.4 0.1 0.3
H 2.930228 -0.969214 -1.712719 0.3 0.1 0.0
H -3.386285 -0.017983 -1.316000 -0.3 0.2 0.1
H -3.026193 -0.978092 -2.429746 -0.1 -0.2 -0.3
H 2.195235 1.472996 1.180933 0.3 0.0 0.2
O 1.743584 1.924733 0.468072 -0.3 -0.4 -0.2
O -1.027430 0.015293 2.575778 0.1 0.0 -0.5
H -1.712127 -0.440124 3.065693 -0.3 -0.1 0.2
O -2.657122 -0.526702 -1.670633 0.1 0.0 0.1
H -0.219241 -0.189543 3.045987 0.2 0.0 0.3
H 1.687136 2.835071 0.758455 0.0 0.4 0.0
```
Positions in Å, forces in eV/Å.

Computed properties:
highest occupied orbital energy	-0.56936	Ha
total charge	+1
energy relative to the best compared isomer or geometry (same formula, charge and spin)	3.0	kcal/mol
M	157.528	g mol⁻¹

natural (NBO) atomic charge list, values in e, 8 entries:
1. H 0.480
2. Rb 0.986
3. O -0.968
4. H 0.492
5. H 0.487
6. H 0.499
7. H 0.476
8. O -0.965